{
  "formula": "C31H57N2NiO2P2S",
  "method": "wB97M-V/def2-TZVPD",
  "spin_multiplicity": 3,
  "de_lowest_kcal_mol": 3.9,
  "total_charge": 1,
  "energy_ev": -110596.716,
  "largest_force_ha_per_bohr": 0.05815,
  "homo_lumo_gap_ev": [7.5, 5.9],
  "species": ["C", "C", "C", "C", "C", "H", "H", "H", "N", "P", "P", "C", "H", "H", "C", "O", "C", "H", "C", "C", "C", "C", "C", "H", "H", "H", "C", "H", "H", "H", "C", "H", "H", "H", "C", "H", "H", "H", "C", "H", "H", "H", "C", "H", "H", "H", "C", "H", "H", "H", "C", "H", "H", "H", "C", "H", "H", "H", "C", "H", "H", "H", "C", "H", "H", "H", "C", "H", "H", "H", "Ni", "N", "C", "C", "C", "C", "C", "H", "H", "H", "H", "H", "H", "H", "H", "H", "C", "S", "C", "O", "H", "H", "H", "H", "H", "H"],
  "positions_angstrom": [[-1.8004, 2.3217, 0.0395], [-2.4492, 0.0343, 0.1368], [-3.1288, 2.7321, -0.0607], [-3.8066, 0.4450, -0.0077], [-4.1429, 1.7819, -0.0741], [-3.3474, 3.7934, -0.1136], [-4.5640, -0.3348, -0.0801], [-5.1847, 2.0873, -0.1351], [-1.4601, 1.0318, 0.2071], [0.9397, 2.9013, 0.5850], [-1.3483, -2.7253, -0.3464], [-0.7209, 3.3966, -0.0444], [-0.6031, 3.7164, -1.0893], [-1.0862, 4.2742, 0.4993], [3.4329, -2.0755, -0.6439], [4.1407, -1.1495, -0.5079], [-2.2996, -1.3893, 0.2506], [-3.1460, -1.8120, 0.8139], [-2.3400, -3.9254, -1.3949], [-0.7230, -3.6271, 1.1548], [2.2665, 3.5012, -0.6568], [1.0157, 3.9012, 2.2046], [-1.3419, -4.5768, -2.3751], [-0.6810, -5.2812, -1.8562], [-1.9059, -5.1509, -3.1231], [-0.6926, -3.8649, -2.8892], [-3.0391, -5.0827, -0.6496], [-2.3418, -5.7820, -0.1737], [-3.7677, -4.7243, 0.0871], [-3.5995, -5.6647, -1.3978], [-3.4737, -3.1384, -2.0838], [-3.7180, -3.6119, -3.0459], [-4.3902, -3.1473, -1.4737], [-3.2360, -2.0840, -2.2567], [0.1180, -4.8544, 0.7689], [0.9797, -4.5651, 0.1543], [0.5048, -5.2954, 1.6984], [-0.4499, -5.6350, 0.2547], [0.1665, -2.7129, 1.9960], [1.0752, -2.4142, 1.4576], [-0.3546, -1.8062, 2.3232], [0.4853, -3.2512, 2.9013], [-1.8972, -4.0245, 2.0743], [-2.5073, -4.8408, 1.6825], [-1.4752, -4.3736, 3.0275], [-2.5466, -3.1689, 2.2892], [2.3592, 3.6513, 2.9057], [2.3371, 4.1416, 3.8944], [2.5505, 2.5823, 3.0642], [3.2136, 4.0732, 2.3571], [-0.1314, 3.4136, 3.1015], [-1.1155, 3.6305, 2.6666], [-0.0709, 2.3391, 3.3117], [-0.0758, 3.9420, 4.0663], [0.8329, 5.4247, 2.0187], [0.6999, 5.8713, 3.0159], [1.7073, 5.9087, 1.5757], [-0.0468, 5.6825, 1.4193], [1.7213, 3.4565, -2.0911], [0.9699, 4.2352, -2.2689], [2.5545, 3.6462, -2.7832], [1.2911, 2.4860, -2.3566], [3.4779, 2.5583, -0.5296], [3.2205, 1.5010, -0.6845], [4.2185, 2.8377, -1.2948], [3.9648, 2.6566, 0.4497], [2.7471, 4.9379, -0.4147], [1.9276, 5.6630, -0.4848], [3.2768, 5.0625, 0.5372], [3.4684, 5.1870, -1.2088], [0.5528, 0.7351, 0.4949], [0.3620, -0.7962, -0.5255], [-0.3719, -1.4223, -1.3197], [-0.2443, -1.1091, -2.8995], [-1.3881, -1.5611, -3.7810], [-0.1761, 0.4029, -3.0721], [1.0593, -1.7154, -3.4113], [-1.5543, -2.6382, -3.7939], [-2.3165, -1.0424, -3.5235], [-1.1500, -1.2865, -4.8236], [0.8175, 0.7665, -2.8079], [-0.3776, 0.6852, -4.1105], [-0.9106, 0.9095, -2.4387], [1.1583, -1.4968, -4.4831], [1.9175, -1.2767, -2.8912], [1.1013, -2.8018, -3.2870], [1.1902, 0.0971, 3.5884], [2.0037, -0.1313, 1.9807], [3.7104, 0.3559, 2.3877], [2.7305, -3.0071, -0.7892], [0.1256, 0.3081, 3.4364], [1.2904, -0.8531, 4.1267], [1.6638, 0.9019, 4.1592], [4.2939, -0.5716, 2.3484], [4.1028, 1.0553, 1.6449], [3.7554, 0.7752, 3.3961]],
  "forces_ev_per_a": [[-0.860, 0.274, 0.054], [0.106, 0.593, -0.268], [0.696, 0.317, 0.058], [0.114, 0.577, 0.129], [0.021, -0.571, 0.203], [-0.011, -0.121, -0.091], [0.200, 0.274, 0.035], [0.169, -0.052, -0.088], [-0.480, -0.919, -0.367], [-0.039, 1.555, -0.342], [-1.586, 2.443, 0.674], [-0.126, 0.274, -0.164], [-0.164, -0.186, 0.213], [0.070, -0.111, -0.182], [-0.284, -0.368, -0.119], [-0.977, -1.146, -0.133], [-0.332, -1.254, 1.127], [-0.112, 0.314, -0.528], [0.016, -0.167, -0.065], [0.820, -0.510, 0.159], [-0.107, 0.249, 0.319], [0.258, 0.128, -0.243], [0.105, -0.243, -0.081], [-0.179, 0.110, -0.051], [0.160, 0.144, 0.075], [-0.166, -0.279, 0.143], [-0.004, -0.129, 0.061], [-0.245, 0.228, -0.105], [0.186, -0.076, -0.185], [0.140, 0.227, 0.102], [-0.229, 0.272, -0.166], [0.075, 0.117, 0.203], [0.377, -0.057, -0.069], [-0.128, -0.439, 0.069], [0.131, -0.147, 0.225], [-0.188, -0.100, 0.091], [-0.025, 0.013, -0.229], [0.150, 0.198, 0.092], [0.507, 0.226, -0.111], [-0.399, -0.194, 0.127], [-0.070, -0.159, -0.213], [-0.127, -0.012, -0.234], [-0.289, -0.146, -0.138], [0.184, 0.239, 0.142], [-0.005, 0.147, -0.237], [0.147, -0.144, 0.023], [0.106, 0.026, 0.224], [0.035, -0.173, -0.299], [-0.091, 0.292, -0.063], [-0.282, -0.150, 0.118], [-0.086, -0.159, 0.080], [0.185, -0.086, 0.083], [-0.061, 0.288, -0.110], [-0.002, -0.132, -0.273], [0.161, 0.042, 0.119], [-0.055, -0.131, -0.234], [-0.293, -0.161, 0.165], [0.145, -0.018, 0.144], [-0.021, -0.167, -0.074], [0.168, -0.150, 0.032], [-0.170, -0.040, 0.173], [0.052, 0.247, 0.135], [0.026, -0.010, -0.121], [-0.036, 0.230, 0.015], [-0.153, -0.078, 0.220], [-0.134, 0.049, -0.212], [0.237, 0.123, -0.227], [0.207, -0.162, 0.032], [-0.200, -0.028, -0.239], [-0.163, -0.050, 0.174], [-0.843, -1.177, -0.298], [-0.551, 0.219, -0.403], [2.371, -0.659, -1.176], [-0.316, -0.185, 0.550], [-0.419, -0.179, -0.660], [0.177, 0.446, 0.340], [0.256, -0.166, 0.011], [-0.145, 0.384, 0.012], [0.152, -0.102, -0.101], [-0.028, -0.024, 0.389], [-0.136, -0.047, 0.025], [0.100, -0.137, 0.111], [0.041, -0.010, -0.073], [-0.004, -0.025, 0.216], [-0.116, -0.076, -0.066], [0.011, 0.101, -0.001], [-0.012, -0.553, 0.203], [1.146, -0.284, 1.046], [0.163, -0.325, -0.171], [1.201, 1.497, 0.293], [0.287, -0.091, 0.020], [-0.097, 0.339, 0.049], [-0.184, -0.129, -0.198], [-0.002, 0.376, 0.089], [-0.133, -0.158, 0.264], [0.005, -0.025, -0.247]],
  "lowdin_spin": [0.00, 0.00, 0.00, 0.00, 0.00, 0.00, 0.00, 0.00, 0.05, 0.04, 0.04, 0.00, 0.00, 0.00, 0.00, 0.00, 0.00, 0.00, 0.01, 0.00, 0.01, 0.01, 0.00, 0.00, 0.00, 0.00, 0.00, 0.00, 0.00, 0.00, 0.00, 0.00, 0.00, 0.00, 0.00, 0.00, 0.00, 0.00, 0.00, 0.00, 0.00, 0.00, 0.00, 0.00, 0.00, 0.00, 0.00, 0.00, 0.00, 0.00, 0.00, 0.00, 0.00, 0.00, 0.00, 0.00, 0.00, 0.00, 0.00, 0.00, 0.00, 0.00, 0.00, 0.00, 0.00, 0.00, 0.00, 0.00, 0.00, 0.00, 1.35, 0.32, 0.05, 0.02, 0.00, 0.00, 0.00, 0.00, 0.00, 0.00, 0.00, 0.00, 0.00, 0.00, 0.00, 0.00, 0.01, 0.05, 0.00, 0.00, 0.00, 0.00, 0.00, 0.00, 0.00, 0.00]
}



{
  "formula": "C31H57N5O21",
  "method": "wB97M-V/def2-TZVPD",
  "smiles": "COC(=O)OC.COC(=O)OC.COC(=O)OC.COC(=O)OC.COC(=O)OC.COC(=O)OC.COC(=O)OC.CC#N.CC#N.CC#N.CC#N.CC#N",
  "de_lowest_kcal_mol": 0.0,
  "total_charge": 0,
  "energy_ev": -83516.323,
  "largest_force_ha_per_bohr": 0.09993,
  "homo_lumo_gap_ev": 11.2,
  "species": ["C", "O", "C", "O", "O", "C", "H", "H", "H", "H", "H", "H", "C", "O", "C", "O", "O", "C", "H", "H", "H", "H", "H", "H", "C", "O", "C", "O", "O", "C", "H", "H", "H", "H", "H", "H", "C", "O", "C", "O", "O", "C", "H", "H", "H", "H", "H", "H", "C", "O", "C", "O", "O", "C", "H", "H", "H", "H", "H", "H", "C", "O", "C", "O", "O", "C", "H", "H", "H", "H", "H", "H", "C", "O", "C", "O", "O", "C", "H", "H", "H", "H", "H", "H", "C", "C", "N", "H", "H", "H", "C", "C", "N", "H", "H", "H", "C", "C", "N", "H", "H", "H", "C", "C", "N", "H", "H", "H", "C", "C", "N", "H", "H", "H"],
  "positions_angstrom": [[-1.8333, 0.2690, 4.6866], [-1.1949, -0.1210, 5.9390], [-1.2099, -1.4081, 6.1681], [-1.7236, -2.2037, 5.4552], [-0.6533, -1.7254, 7.3178], [-0.9598, -2.9983, 7.8488], [-1.4378, -0.2418, 3.8097], [-1.5422, 1.3241, 4.6654], [-2.9556, 0.1317, 4.7096], [-2.0104, -3.1739, 8.0651], [-0.3653, -3.0057, 8.7750], [-0.6260, -3.7664, 7.1857], [5.1308, 0.0371, -2.4000], [5.1154, 0.3480, -1.0146], [4.8775, 1.6318, -0.7318], [4.6453, 2.4976, -1.5620], [4.9719, 1.8198, 0.5451], [4.9956, 3.1092, 1.0647], [4.1753, 0.4100, -2.9057], [5.3165, -1.0266, -2.5051], [5.9355, 0.6304, -2.8973], [4.7586, 2.9723, 2.0877], [4.2355, 3.7645, 0.6242], [5.9340, 3.5932, 0.9609], [5.7004, -2.0667, 1.3754], [6.8522, -2.7509, 0.9697], [7.0787, -2.9213, -0.3436], [6.2997, -2.7584, -1.2028], [8.3115, -3.3057, -0.4752], [8.7504, -3.6383, -1.7418], [6.0075, -1.2137, 2.0102], [5.1744, -2.7488, 2.0220], [5.0779, -1.7360, 0.5114], [9.6831, -4.1504, -1.7218], [8.7651, -2.8109, -2.4024], [8.0480, -4.3533, -2.1515], [2.3604, -1.5936, -1.4928], [1.3787, -2.4271, -0.8889], [1.2792, -2.4604, 0.4283], [2.0990, -2.0866, 1.2123], [0.0657, -3.0604, 0.6773], [-0.4039, -2.7372, 2.0017], [2.9603, -2.2106, -2.1857], [3.0284, -1.1412, -0.8037], [1.8012, -0.8087, -2.0824], [-1.1740, -1.9637, 1.9231], [0.4880, -2.3468, 2.5556], [-0.7744, -3.5780, 2.5889], [-2.9327, 2.0689, -3.9008], [-2.1635, 1.1884, -4.6928], [-0.9620, 0.7108, -4.2588], [-0.4883, 1.0000, -3.1578], [-0.2233, 0.0927, -5.1817], [-0.8119, -0.5755, -6.2661], [-2.2753, 2.8012, -3.4692], [-3.4282, 1.4902, -3.1824], [-3.5421, 2.5946, -4.6292], [-1.4234, -1.3989, -5.9404], [0.0566, -0.9109, -6.8767], [-1.3419, 0.1593, -6.8471], [-4.3096, 5.1819, -1.7271], [-3.0138, 5.0649, -2.3191], [-2.0204, 4.6237, -1.5243], [-2.1656, 4.3504, -0.3314], [-0.9056, 4.5599, -2.2794], [0.2408, 3.9298, -1.6001], [-4.8367, 4.2243, -1.7475], [-4.8627, 5.9335, -2.3478], [-4.1335, 5.5552, -0.6831], [1.0809, 4.0550, -2.3064], [0.0422, 2.8908, -1.4397], [0.4647, 4.4541, -0.6337], [1.5504, 1.2750, 0.1775], [0.3461, 0.3921, 0.3139], [-0.6910, 0.6579, 1.1329], [-0.7479, 1.4078, 2.1013], [-1.7894, 0.0036, 0.7826], [-1.8108, -0.6323, -0.4888], [2.4044, 0.7479, 0.5866], [1.3474, 2.1793, 0.6533], [1.6151, 1.4300, -0.9089], [-1.1536, -1.5726, -0.5763], [-1.3208, 0.0499, -1.2415], [-2.8325, -0.8240, -0.7120], [-1.3083, -3.7290, -2.4225], [-2.0812, -3.0077, -3.3732], [-2.8205, -2.4982, -4.0874], [-0.2327, -3.5328, -2.6247], [-1.4712, -4.8079, -2.5377], [-1.6265, -3.4431, -1.4581], [-4.0759, -3.0574, 2.7879], [-4.6185, -2.5350, 1.4845], [-4.8776, -2.1687, 0.4375], [-3.7637, -4.0792, 2.6824], [-4.7751, -2.9255, 3.6327], [-3.2045, -2.4766, 3.1612], [-4.0803, 1.7184, 1.3167], [-4.6579, 1.2834, 2.5660], [-5.0518, 0.8111, 3.5370], [-4.6972, 1.4712, 0.4941], [-3.0913, 1.2684, 1.1603], [-4.0110, 2.7950, 1.2966], [-0.0516, 3.6681, 4.1344], [1.1660, 3.3069, 3.4417], [2.1752, 3.0061, 3.0835], [-0.8515, 3.1786, 3.5737], [-0.1563, 4.7602, 4.2892], [0.0160, 3.3814, 5.1793], [-6.2986, -0.9377, -4.2373], [-5.9897, 0.0689, -3.1312], [-5.7998, 0.8083, -2.2615], [-6.4621, -0.4151, -5.1416], [-7.2245, -1.4610, -3.9862], [-5.4769, -1.6096, -4.1505]],
  "forces_ev_per_a": [[-0.685, 0.648, 0.479], [0.178, 0.449, -0.303], [-0.320, 0.233, 0.508], [-1.011, -1.829, -1.662], [0.257, 1.143, 0.738], [0.757, -0.118, 0.890], [0.199, -0.089, 0.345], [-0.485, -0.299, -0.417], [1.336, 0.179, 0.240], [-0.164, 0.423, -0.069], [-0.398, -0.320, -0.288], [0.268, -0.571, -0.423], [-0.504, 1.500, -1.609], [-0.198, -0.102, 0.416], [0.065, 1.095, -2.168], [0.098, -0.804, 0.661], [0.319, -1.522, 0.803], [-1.325, 1.230, -0.024], [1.089, -0.828, 0.738], [-0.160, 0.061, 0.138], [-0.422, -0.574, 0.371], [-0.170, 0.107, 1.009], [0.061, -0.301, -0.065], [1.089, 0.173, -0.284], [-0.918, 0.889, 0.119], [1.273, -0.290, -0.614], [0.307, 0.240, 2.836], [-2.058, 0.430, -2.487], [1.771, -0.148, 1.474], [-1.040, -1.301, -1.192], [-0.127, -0.233, -0.572], [-0.607, -0.152, 0.069], [0.495, -0.266, 0.809], [0.884, 0.013, 0.514], [0.195, 1.008, -0.561], [-0.240, -0.195, -0.391], [-0.479, 0.201, -1.884], [-0.170, -0.052, -0.415], [-0.705, -0.732, -0.557], [-0.077, 0.183, 0.266], [0.788, 0.462, 0.777], [1.043, 0.677, 1.012], [-0.363, 0.234, 0.294], [0.391, 0.324, 0.853], [0.630, -0.777, 0.606], [0.112, -0.229, 0.007], [-1.030, -0.158, -0.227], [-0.020, -0.287, -0.633], [1.146, 0.788, -0.780], [1.946, -2.002, -1.304], [-0.003, 2.283, 1.513], [-0.803, -0.796, -1.678], [-0.027, 0.111, 1.691], [0.872, 0.173, -1.324], [0.218, 0.265, 0.471], [-1.126, -0.373, 1.078], [-0.510, -0.192, 0.258], [-0.297, -0.245, 0.021], [-0.728, -0.024, 0.454], [-0.601, -0.028, -0.378], [0.037, 1.149, 0.615], [0.632, -0.296, -0.239], [-0.654, -0.119, 1.095], [0.775, 0.275, -2.182], [-0.024, -0.529, 1.361], [0.217, 1.583, -0.070], [0.144, 0.092, 0.146], [0.537, -0.703, 0.644], [-0.705, -0.415, -0.908], [-0.477, -0.089, 0.416], [-0.256, -0.512, 0.051], [-0.308, -0.474, -0.913], [-1.351, -1.763, -0.865], [0.134, 0.462, 0.355], [0.738, 1.505, 0.906], [0.784, -0.913, -1.519], [0.612, -0.888, 0.026], [2.427, -0.379, -1.929], [-0.020, 0.012, 0.117], [-0.118, 1.423, 1.018], [0.234, -0.171, 0.398], [-1.222, 1.282, 0.725], [-0.956, -0.570, 0.617], [-0.765, -0.239, -0.155], [1.643, -1.019, -0.862], [-1.167, 0.181, -0.690], [0.088, 0.327, -0.222], [-0.646, -0.055, 0.614], [-0.050, 0.251, -0.054], [0.075, 0.314, 1.236], [-0.259, 1.501, 0.298], [1.345, -0.801, 2.303], [-0.463, 0.376, -1.033], [-0.080, -0.488, -0.073], [-0.091, -0.327, -0.696], [-0.382, -0.162, -0.731], [0.667, 0.650, 0.223], [0.061, -0.718, 0.156], [-0.086, 0.209, 0.057], [-0.843, -0.577, -0.840], [-0.698, 0.420, 0.328], [0.275, 0.426, 0.116], [-0.279, 0.761, 0.164], [-3.714, 1.503, 2.381], [4.507, -1.324, -2.083], [-0.288, 0.425, 0.479], [-0.095, -0.436, -0.970], [-0.055, -0.862, -0.016], [-0.314, 1.134, 2.895], [-0.716, -0.157, -0.162], [-0.012, -0.673, -0.932], [0.363, 0.309, -1.082], [0.146, 0.083, 0.149], [0.637, -0.678, -0.810]],
  "lowdin_charge": [-0.01, 0.03, -0.67, 0.12, 0.01, -0.05, 0.07, 0.07, 0.09, 0.10, 0.10, 0.08, -0.06, -0.03, -0.64, 0.10, 0.02, -0.05, 0.12, 0.07, 0.11, 0.07, 0.10, 0.09, -0.04, 0.01, -0.64, 0.15, 0.04, -0.05, 0.11, 0.09, 0.08, 0.09, 0.09, 0.10, -0.03, -0.01, -0.60, 0.14, -0.03, -0.03, 0.11, 0.05, 0.12, 0.07, 0.11, 0.09, -0.02, -0.03, -0.53, 0.08, 0.00, -0.05, 0.07, 0.06, 0.11, 0.06, 0.11, 0.09, -0.04, -0.04, -0.58, 0.09, -0.01, -0.01, 0.09, 0.11, 0.11, 0.11, 0.05, 0.11, 0.04, -0.03, -0.56, 0.10, -0.07, -0.02, 0.09, 0.05, 0.09, 0.09, 0.10, 0.07, -0.05, -0.26, 0.16, 0.10, 0.10, 0.05, -0.05, -0.25, 0.13, 0.07, 0.09, 0.06, -0.05, -0.26, 0.13, 0.06, 0.06, 0.08, -0.06, -0.29, 0.17, 0.06, 0.10, 0.09, -0.03, -0.23, 0.12, 0.06, 0.08, 0.04]
}